C69H77AsClNO4Pt | the ωB97M-V functional and the def2-TZVPD basis

## Properties
* net charge: +2
* 2S+1: 5
* highest occupied orbital energy (spin up / spin down): -12.24 / -12.28 eV
* E: -5845.9007 hartree

Positions of all 154 atoms, in Å:
Pt: -1.59 0.94 -0.31
C: -3.32 -1.87 0.47
O: -2.17 -1.61 -0.32
C: -1.04 -2.37 -0.17
C: -0.14 -2.33 -1.26
C: -0.30 -1.32 -2.37
C: 0.88 -0.38 -2.49
C: 1.65 -0.37 -3.62
C: 2.66 0.57 -3.83
C: 2.87 1.53 -2.82
C: 2.13 1.56 -1.66
C: 2.28 2.75 -0.73
C: 2.31 2.44 0.74
C: 3.52 2.34 1.41
C: 3.59 2.19 2.79
C: 2.39 1.95 3.45
C: 1.16 2.02 2.82
C: -0.10 1.65 3.57
C: -0.05 0.18 3.83
C: 0.59 -0.33 4.94
C: 0.69 -1.70 5.18
C: 0.08 -2.56 4.25
C: -0.60 -2.12 3.15
C: -1.32 -3.14 2.31
C: -0.73 -3.21 0.92
C: 0.28 -4.15 0.76
C: 1.04 -4.27 -0.40
C: 0.87 -3.26 -1.36
C: 1.98 -5.42 -0.66
C: 3.42 -4.90 -0.77
C: 1.92 -6.50 0.43
C: 1.58 -6.08 -2.00
C: -0.69 -0.70 2.86
O: -1.35 -0.24 1.89
C: 1.32 -2.29 6.42
C: 2.08 -1.25 7.25
C: 0.18 -2.88 7.28
C: 2.30 -3.41 6.04
C: 1.11 2.38 1.47
O: -0.08 2.73 0.86
C: -0.70 3.89 1.41
C: 4.87 2.29 3.59
C: 6.07 2.71 2.72
C: 4.70 3.34 4.70
C: 5.18 0.92 4.22
C: 1.14 0.55 -1.42
O: 0.51 0.46 -0.32
C: 3.44 0.66 -5.12
C: 2.93 1.90 -5.87
C: 4.94 0.78 -4.83
C: 3.23 -0.57 -6.01
H: -3.51 -2.94 0.52
H: -4.15 -1.38 -0.04
H: -3.21 -1.43 1.47
H: -1.20 -0.72 -2.18
H: -0.42 -1.86 -3.31
H: 1.44 -1.10 -4.39
H: 3.61 2.29 -2.98
H: 1.43 3.42 -0.91
H: 3.20 3.28 -1.00
H: 4.43 2.44 0.83
H: 2.41 1.73 4.50
H: -0.98 1.87 2.96
H: -0.16 2.20 4.51
H: 1.00 0.37 5.65
H: 0.14 -3.62 4.42
H: -2.38 -2.92 2.33
H: -1.19 -4.12 2.78
H: 0.47 -4.81 1.58
H: 1.51 -3.21 -2.22
H: 3.71 -4.37 0.14
H: 3.53 -4.23 -1.61
H: 4.10 -5.74 -0.91
H: 2.29 -6.12 1.38
H: 2.55 -7.33 0.14
H: 0.91 -6.87 0.56
H: 1.64 -5.37 -2.82
H: 0.57 -6.46 -1.94
H: 2.26 -6.90 -2.22
H: 1.41 -0.47 7.62
H: 2.88 -0.80 6.68
H: 2.52 -1.74 8.12
H: -0.52 -2.10 7.57
H: 0.60 -3.31 8.19
H: -0.36 -3.65 6.75
H: 3.06 -3.03 5.36
H: 1.80 -4.25 5.56
H: 2.78 -3.78 6.94
H: -0.25 4.17 2.36
H: -1.76 3.70 1.56
H: -0.58 4.72 0.71
H: 5.87 3.66 2.22
H: 6.30 1.95 1.98
H: 6.94 2.84 3.35
H: 4.54 4.33 4.27
H: 5.61 3.38 5.30
H: 3.87 3.11 5.36
H: 5.24 0.16 3.45
H: 4.40 0.64 4.92
H: 6.12 0.97 4.75
H: 3.12 2.81 -5.30
H: 1.86 1.82 -6.05
H: 3.44 1.98 -6.83
H: 5.18 1.69 -4.28
H: 5.50 0.80 -5.76
H: 5.28 -0.07 -4.24
H: 2.20 -0.65 -6.35
H: 3.50 -1.48 -5.48
H: 3.87 -0.49 -6.89
Cl: 0.68 4.96 -4.06
C: -0.64 4.64 -3.02
C: -1.64 5.59 -2.81
C: -2.66 5.27 -1.93
C: -2.65 4.04 -1.30
N: -1.70 3.13 -1.51
C: -0.72 3.42 -2.35
H: -1.62 6.54 -3.32
H: -3.44 5.98 -1.73
H: -3.44 3.77 -0.60
H: 0.02 2.66 -2.53
C: -5.51 -3.38 -3.26
C: -6.19 -2.66 -2.29
C: -5.69 -1.45 -1.84
C: -4.50 -0.95 -2.36
C: -3.84 -1.66 -3.36
C: -4.34 -2.87 -3.80
As: -3.70 0.72 -1.73
C: -4.95 1.40 -0.39
C: -6.28 1.73 -0.58
C: -7.05 2.21 0.48
C: -6.50 2.34 1.74
C: -5.18 1.97 1.96
C: -4.41 1.51 0.90
C: -3.89 1.72 -3.41
C: -2.76 2.00 -4.17
C: -2.86 2.70 -5.36
C: -4.10 3.10 -5.82
C: -5.24 2.76 -5.11
C: -5.14 2.07 -3.91
H: -5.90 -4.33 -3.60
H: -7.11 -3.04 -1.88
H: -6.22 -0.90 -1.08
H: -2.93 -1.26 -3.79
H: -3.82 -3.42 -4.57
H: -6.74 1.63 -1.55
H: -8.08 2.48 0.31
H: -7.09 2.71 2.56
H: -4.75 2.04 2.95
H: -3.36 1.22 1.06
H: -1.79 1.66 -3.82
H: -1.97 2.93 -5.92
H: -4.18 3.66 -6.74
H: -6.21 3.02 -5.49
H: -6.04 1.79 -3.38

***

C4H6OS2 | the ωB97M-V functional and the def2-TZVPD basis

## Properties
* net charge: 0
* highest occupied orbital energy: -9.15 eV
* SMILES: O=C[C@@H]1SC[C@@H]1S
* E: -1027.5343 hartree
* energy relative to the best compared isomer or geometry (same formula, charge and spin): 61.0 kcal per mole

Positions of all 13 atoms, in Å:
C: 0.72 -0.44 0.09
C: 0.64 -0.10 -1.37
C: 0.02 0.92 0.49
C: -1.54 0.77 0.72
H: 0.72 -2.58 1.32
H: 1.78 -0.39 0.43
H: -0.30 -0.69 -1.67
H: 1.48 -0.32 -1.97
H: 0.70 1.38 1.20
H: -2.23 0.28 -0.08
O: -2.04 1.51 1.61
S: -0.15 -2.09 0.25
S: 0.20 1.75 -1.02

***

C24H32F6IN4O4RhSb | the ωB97M-V functional and the def2-TZVPD basis

## Properties
* net charge: +2
* 2S+1: 6
* highest occupied orbital energy (spin up / spin down): -14.14 / -14.19 eV
* E: -2700.9221 hartree
* energy relative to the best compared isomer or geometry (same formula, charge and spin): 0.0 kcal per mole

Positions of all 73 atoms, in Å:
Rh: -0.01 0.17 0.29
C: -3.64 -2.49 2.12
C: -3.90 -1.03 2.10
N: -5.11 -0.59 2.34
C: -5.33 0.73 2.33
C: -4.33 1.71 2.14
C: -4.73 3.17 2.21
O: -4.13 3.85 1.12
C: -3.04 1.30 1.88
C: -1.95 2.27 1.83
N: -0.79 2.05 1.34
C: 0.15 3.12 1.41
C: -0.20 4.42 1.10
C: 0.76 5.43 1.14
C: 2.07 5.13 1.48
C: 2.43 3.83 1.79
C: 1.47 2.83 1.74
I: 2.00 0.85 2.15
C: -2.80 -0.12 1.79
O: -1.69 -0.62 1.47
H: -4.55 -3.02 2.36
H: -2.87 -2.73 2.86
H: -3.25 -2.82 1.15
H: -6.35 1.04 2.50
H: -4.40 3.59 3.17
H: -5.81 3.24 2.18
H: -4.56 4.71 1.01
H: -2.15 3.24 2.28
H: -1.22 4.64 0.79
H: 0.48 6.44 0.89
H: 2.81 5.91 1.51
H: 3.46 3.59 2.05
C: 0.61 1.31 -3.62
C: 1.27 2.61 -3.17
C: 1.23 2.51 -1.66
O: 0.06 1.68 -1.35
C: -0.49 1.15 -2.59
H: 1.32 0.49 -3.57
H: 0.21 1.37 -4.63
H: 0.70 3.47 -3.52
H: 2.30 2.70 -3.53
H: 1.08 3.47 -1.16
H: 2.11 2.02 -1.24
H: -1.38 1.73 -2.84
H: -0.78 0.11 -2.41
F: 1.83 -0.40 -1.13
Sb: 3.75 -0.82 -1.23
F: 3.69 -0.13 -2.96
F: 4.08 0.87 -0.48
F: 5.52 -1.35 -1.28
F: 3.47 -1.57 0.50
F: 3.15 -2.51 -1.91
C: 1.35 -3.11 1.92
N: 1.41 -3.63 0.56
C: 2.37 -4.71 0.32
C: 1.82 -5.65 -0.73
C: 1.52 -4.87 -1.99
N: 0.83 -3.63 -1.70
C: 0.31 -2.86 -2.80
C: 0.69 -3.05 -0.39
O: -0.09 -2.11 -0.27
H: 0.83 -3.83 2.56
H: 0.82 -2.16 1.95
H: 2.37 -2.97 2.28
H: 2.52 -5.22 1.27
H: 3.32 -4.25 0.01
H: 0.92 -6.14 -0.36
H: 2.56 -6.42 -0.96
H: 0.91 -5.42 -2.70
H: 2.44 -4.57 -2.51
H: -0.77 -2.77 -2.68
H: 0.57 -3.34 -3.73
H: 0.74 -1.85 -2.74

***

C29H69BF3N8O10 | the ωB97M-V functional and the def2-TZVPD basis

## Properties
* net charge: +1
* highest occupied orbital energy: -10.11 eV
* E: -2660.9873 hartree
* energy relative to the best compared isomer or geometry (same formula, charge and spin): 0.0 kcal per mole

Positions of all 120 atoms, in Å:
O: -1.34 -3.16 -3.11
B: -0.36 -3.15 -2.16
O: 0.93 -3.51 -2.39
N: -0.74 -2.77 -0.75
C: -0.29 -1.63 -0.26
N: 0.49 -0.76 -0.93
C: 0.70 0.26 -0.12
C: 1.48 1.47 -0.49
C: 0.64 2.70 -0.90
C: -0.60 2.93 -0.08
F: -1.58 2.04 -0.33
F: -1.10 4.14 -0.33
F: -0.33 2.86 1.25
N: 0.09 0.07 1.05
N: -0.55 -1.14 0.97
H: -1.58 -2.31 -3.49
H: 1.34 -2.90 -3.01
H: -1.37 -3.33 -0.16
H: 2.19 1.73 0.29
H: 2.07 1.17 -1.35
H: 1.25 3.59 -0.76
H: 0.36 2.67 -1.95
H: 0.05 0.68 1.86
H: -1.11 -1.52 1.71
C: -6.14 -7.25 2.77
O: -4.86 -7.26 3.37
C: -4.11 -8.43 3.11
C: -2.87 -8.09 2.31
N: -3.22 -7.66 0.97
C: -2.11 -7.12 0.19
C: -1.49 -5.82 0.68
O: -2.37 -4.70 0.60
C: -3.20 -4.51 1.75
H: -6.65 -6.34 3.10
H: -6.08 -7.23 1.67
H: -6.74 -8.11 3.07
H: -4.71 -9.18 2.58
H: -3.81 -8.86 4.07
H: -2.22 -8.97 2.25
H: -2.33 -7.31 2.88
H: -3.95 -6.97 1.03
H: -2.47 -6.95 -0.83
H: -1.32 -7.87 0.13
H: -0.64 -5.60 0.03
H: -1.08 -5.90 1.70
H: -2.69 -4.82 2.66
H: -4.14 -5.04 1.66
H: -3.43 -3.44 1.82
C: 1.00 7.44 -0.19
O: 1.39 7.05 -1.49
C: 1.63 8.14 -2.38
C: 3.08 8.17 -2.79
N: 3.93 8.52 -1.65
C: 5.36 8.39 -1.90
C: 5.91 6.99 -2.15
O: 5.82 6.13 -1.03
C: 4.63 5.40 -0.91
H: 0.78 6.53 0.36
H: 1.80 7.98 0.34
H: 0.11 8.06 -0.20
H: 1.34 9.09 -1.91
H: 1.01 8.00 -3.26
H: 3.22 8.92 -3.57
H: 3.33 7.19 -3.21
H: 3.68 7.93 -0.87
H: 5.88 8.80 -1.03
H: 5.63 9.03 -2.75
H: 6.98 7.09 -2.37
H: 5.45 6.52 -3.03
H: 4.20 5.17 -1.89
H: 3.87 5.93 -0.32
H: 4.86 4.47 -0.40
C: -1.39 5.34 2.71
O: -1.09 6.23 3.77
C: -0.63 7.48 3.27
C: -1.59 8.61 3.59
N: -2.83 8.46 2.84
C: -3.88 9.39 3.22
C: -4.47 9.27 4.62
O: -5.19 8.06 4.84
C: -4.43 6.97 5.31
H: -1.63 4.37 3.15
H: -2.24 5.68 2.12
H: -0.52 5.22 2.05
H: -0.47 7.40 2.19
H: 0.34 7.69 3.74
H: -1.12 9.56 3.32
H: -1.75 8.61 4.68
H: -3.17 7.51 2.97
H: -4.70 9.26 2.51
H: -3.51 10.41 3.09
H: -5.20 10.07 4.74
H: -3.72 9.40 5.40
H: -3.59 7.30 5.94
H: -4.03 6.36 4.49
H: -5.09 6.34 5.91
C: 3.82 -10.80 -4.15
O: 4.28 -9.46 -4.10
C: 3.80 -8.63 -5.15
C: 2.93 -7.53 -4.60
N: 1.68 -8.08 -4.08
C: 0.86 -7.12 -3.35
C: 1.41 -6.57 -2.04
O: 1.52 -7.53 -1.01
C: 2.74 -8.25 -0.97
H: 4.31 -11.34 -3.35
H: 2.73 -10.86 -4.01
H: 4.08 -11.27 -5.10
H: 3.26 -9.22 -5.89
H: 4.67 -8.18 -5.64
H: 2.70 -6.82 -5.40
H: 3.51 -7.00 -3.83
H: 1.89 -8.86 -3.47
H: -0.09 -7.61 -3.13
H: 0.63 -6.28 -4.02
H: 0.69 -5.84 -1.68
H: 2.35 -6.04 -2.18
H: 3.58 -7.64 -1.32
H: 2.70 -9.17 -1.57
H: 2.92 -8.53 0.06

***

Question: Look up the net charge of the fourth one.
Answer: +1